(1)
147
Properties=species:S:1:pos:R:3:mulliken_charge:R:1 method="wB97M-V/def2-TZVPD" largest_force_ha_per_bohr=0.127 spin_multiplicity=1 e_lumo_ev=1.763 energy_ha=-5914.3819 charge=-1 molar_mass_g_mol=1226.15 homo_ev=-5.3
O -0.2335 -1.7140 -2.4408 0.069
C -0.1060 -1.1184 -1.4048 -0.120
O 0.3134 -1.5300 -0.1754 0.035
B 0.0823 -0.4056 0.7346 1.603
O -0.1634 0.7624 -0.0830 -0.225
C -0.3674 0.4052 -1.3467 0.765
O -0.7505 1.1317 -2.2668 -0.704
O 1.2498 -0.0923 1.6079 -1.177
C 0.8207 0.0526 2.8100 0.343
O 1.5401 0.4240 3.7792 -0.662
C -0.6566 -0.2923 2.8403 0.208
O -1.0476 -0.6707 1.6426 0.076
O -1.4297 -0.2968 3.8314 -0.694
F 4.0040 0.2981 -4.4520 -0.364
C 3.5494 1.1685 -3.4641 0.217
C 3.2893 0.6325 -2.2006 -0.279
C 2.7391 1.4633 -1.2308 -0.144
C 2.5760 2.8507 -1.4271 -0.325
C 2.9158 3.4238 -2.6851 -1.162
C 3.3363 2.5390 -3.6644 -0.539
H 3.4488 -0.4032 -1.9391 0.559
H 2.3690 1.0487 -0.3048 0.403
H 2.2133 3.5264 -0.6667 0.800
H 2.9270 4.4875 -2.8716 0.468
H 3.6150 2.8129 -4.6712 0.401
F 2.2921 7.3677 2.6492 -0.376
C 2.4789 6.0446 2.4385 0.256
C 1.5098 5.1558 2.8368 -0.359
C 1.7770 3.8119 2.7387 -0.561
C 2.9512 3.3986 2.1342 -0.455
C 3.8772 4.2720 1.6319 -0.621
C 3.5495 5.6361 1.7483 -0.457
H 0.5690 5.4088 3.3029 0.656
H 1.0664 3.1439 3.2026 0.504
H 3.1717 2.3425 2.0853 0.522
H 4.8108 3.8901 1.2460 0.439
H 4.3246 6.3415 1.4873 0.433
F 3.6798 -2.4694 5.2417 -0.205
C 3.8202 -1.4065 6.1052 0.528
C 3.7539 -1.5882 7.5038 -0.515
C 3.8707 -0.4315 8.3280 -0.586
C 3.8828 0.8207 7.7085 -0.402
C 3.9448 1.0062 6.3638 -0.322
C 4.0119 -0.1258 5.5396 -0.288
H 3.6409 -2.5591 7.9631 0.400
H 3.6848 -0.5010 9.3896 0.333
H 3.9917 1.7535 8.2418 0.337
H 3.9612 2.0032 5.9489 0.403
H 4.1096 -0.1315 4.4640 0.291
C -3.2675 -2.9224 0.4105 -0.542
S -3.2477 -4.5981 -0.4281 0.180
O -4.1278 -4.3962 -1.6943 -0.469
C -1.4564 -4.6404 -1.0415 0.088
H -2.5605 -2.1705 0.0600 -0.317
H -3.1989 -3.0415 1.4918 0.519
H -4.2523 -2.4730 0.2829 0.469
H -1.3414 -4.1092 -1.9863 -0.241
H -1.0514 -5.6183 -1.3019 0.505
H -0.8411 -4.1350 -0.2971 -0.329
C -4.3480 0.0392 -1.5452 -0.868
S -3.7020 -1.3415 -2.5920 0.772
O -4.8399 -2.2715 -3.0164 -0.584
C -3.1685 -0.3863 -4.1093 -0.762
H -5.1223 0.5412 -2.1253 0.525
H -3.5678 0.7771 -1.3584 0.026
H -4.7102 -0.2795 -0.5678 0.192
H -2.8290 0.6104 -3.8273 0.393
H -3.9771 -0.3011 -4.8352 0.454
H -2.2911 -0.9829 -4.3590 -0.253
C -5.7384 1.2266 4.0058 -1.085
S -4.5780 0.2183 2.9935 0.609
O -5.3954 -0.2572 1.8372 -0.678
C -3.8459 1.7105 2.2851 -0.047
H -6.6586 0.6737 4.1950 0.416
H -5.9978 2.2579 3.7669 0.299
H -5.3011 1.3160 5.0002 0.317
H -3.0397 1.4032 1.6191 -0.416
H -3.4654 2.4290 3.0111 -0.192
H -4.6626 2.2130 1.7667 0.681
C -0.5706 7.1374 -0.1334 -0.854
S -1.9362 5.9305 -0.3855 0.504
O -2.2317 6.2146 -1.8690 -0.687
C -0.8243 4.4538 -0.4729 -0.395
H -0.9415 8.1067 -0.4666 0.400
H 0.3038 6.8325 -0.7082 0.208
H -0.3557 7.3348 0.9168 0.298
H -1.3700 3.5876 -0.8470 0.063
H -0.3465 4.1967 0.4725 0.162
H -0.0507 4.5057 -1.2390 0.258
C -2.9086 -4.5860 -6.8844 -1.093
S -2.7852 -3.5583 -5.3983 0.621
O -3.8028 -4.0284 -4.3015 -0.570
C -1.1306 -4.1476 -4.8781 -0.545
H -3.9683 -4.5927 -7.1395 0.361
H -2.5565 -5.5875 -6.6370 0.330
H -2.3611 -4.2360 -7.7595 0.288
H -0.7286 -3.4269 -4.1661 -0.563
H -0.3716 -4.3482 -5.6343 0.532
H -1.2666 -5.0957 -4.3577 0.611
C 0.0599 0.8236 -5.5278 -0.461
O 0.8018 0.5290 -6.7244 -0.354
C 0.5712 -0.6366 -7.4029 0.818
O -0.3872 -1.4148 -7.2164 -0.558
O 1.5298 -0.8104 -8.3534 -0.340
C 1.5391 -2.0402 -9.1056 -0.735
H 0.2362 1.8838 -5.3465 0.302
H 0.4187 0.3744 -4.6018 0.101
H -0.9976 0.5605 -5.5508 0.340
H 2.0020 -2.0137 -10.0921 0.308
H 0.5068 -2.2518 -9.3845 0.303
H 1.7455 -2.9597 -8.5578 0.274
C 1.8366 -3.6730 2.1718 -0.747
O 3.0257 -4.4829 2.2988 -0.288
C 2.9542 -5.7349 2.6749 0.683
O 3.8878 -6.5539 2.4755 -0.646
O 1.8494 -6.0139 3.4055 -0.279
C 1.8150 -7.1125 4.2776 -0.764
H 1.5196 -3.0671 3.0207 0.565
H 0.9786 -4.1429 1.6910 0.473
H 2.0507 -2.9086 1.4249 0.105
H 0.7619 -7.2986 4.4887 0.287
H 2.3042 -6.8951 5.2271 0.299
H 2.1031 -8.1338 4.0286 0.315
C -1.8425 2.4731 5.3646 -0.314
O -1.8620 3.9003 5.3003 -0.354
C -2.9785 4.5994 5.0695 0.846
O -4.1118 4.0233 4.9312 -0.617
O -2.7068 5.8732 5.1364 -0.302
C -3.8128 6.7876 5.2979 -0.701
H -1.4661 2.1540 4.3927 -0.076
H -2.7943 2.0340 5.6636 0.300
H -1.0332 2.2044 6.0434 0.341
H -4.2789 6.6994 6.2792 0.293
H -4.5568 6.3683 4.6206 0.324
H -3.5293 7.7876 4.9694 0.242
C 2.1794 -2.2633 -5.2091 -0.306
O 2.8966 -2.5257 -3.9842 -0.335
C 2.4191 -3.4622 -3.1962 0.880
O 1.5415 -4.3279 -3.5089 -0.692
O 3.0598 -3.3873 -2.1219 -0.266
C 2.8917 -4.3812 -1.1857 -0.613
H 2.0048 -3.1991 -5.7401 0.432
H 2.7578 -1.5122 -5.7471 0.291
H 1.1487 -1.9706 -5.0092 -0.225
H 1.9151 -4.4513 -0.7068 0.092
H 3.5930 -3.9813 -0.4533 0.282
H 3.2746 -5.3418 -1.5304 0.383


(2)
64
Properties=species:S:1:pos:R:3:mulliken_charge:R:1 method="wB97M-V/def2-TZVPD" largest_force_ha_per_bohr=0.053 spin_multiplicity=1 e_lumo_ev=0.058 energy_ha=-2481.3567 molar_mass_g_mol=749.46 de_lowest_kcal_mol=0.0 homo_ev=-8.0
Pt 0.5218 -0.7884 -0.5391 1.556
C 1.3127 -4.2112 -2.8192 -1.145
C 0.9114 -2.8833 -2.7378 -0.175
N 1.4215 -2.3186 -1.6407 -0.467
N 2.1120 -3.2767 -0.9886 0.433
C 2.0770 -4.4147 -1.6837 -0.098
B 2.8095 -2.9152 0.3357 -0.331
N 1.7838 -2.9596 1.4789 0.169
C 1.6149 -3.8685 2.4573 -0.183
C 0.5458 -3.4675 3.2302 -1.264
C 0.1209 -2.2734 2.6303 -0.165
N 0.8812 -1.9784 1.5852 -0.139
N 3.3604 -1.4706 0.1818 0.333
C 4.6342 -1.0771 0.3261 -0.173
C 4.6999 0.2926 0.1733 -1.220
C 3.3813 0.6743 -0.0784 -0.052
N 2.5905 -0.3896 -0.0884 -0.264
H 1.0858 -4.9178 -3.5968 0.406
H 0.3042 -2.3011 -3.4094 0.585
H 2.5993 -5.2877 -1.3301 0.473
H 3.7013 -3.6796 0.5743 -0.124
H 2.2689 -4.7209 2.5373 0.451
H 0.1358 -3.9615 4.0933 0.408
H -0.7043 -1.6349 2.9046 0.496
H 5.4008 -1.8009 0.5436 0.431
H 5.5691 0.9218 0.2402 0.406
H 2.9727 1.6548 -0.2556 0.439
O -1.1891 -0.9336 -1.9316 -0.794
S -2.1889 -1.8221 -1.2134 1.500
O -3.1237 -2.4442 -2.1073 -0.746
O -1.5355 -2.6857 -0.2594 -0.616
C -3.1024 -0.6220 -0.2470 0.331
C -4.4382 -0.8853 0.0099 -0.658
C -5.2069 0.0305 0.7111 -0.703
C -4.6428 1.2212 1.1429 -0.726
C -3.3051 1.4839 0.8906 -0.392
C -2.5181 0.5695 0.1910 -0.340
P -0.7724 0.9864 -0.1260 1.625
C -0.3259 2.0987 1.2370 0.158
C -0.0619 1.5140 2.4747 -0.121
C 0.2815 2.3000 3.5615 -0.642
C 0.3778 3.6784 3.4168 -0.526
C 0.1290 4.2652 2.1854 -0.691
C -0.2229 3.4795 1.0960 -0.341
C -0.7734 2.0465 -1.5960 0.135
C 0.4478 2.5249 -2.0658 -0.113
C 0.4969 3.3249 -3.1938 -0.716
C -0.6749 3.6396 -3.8711 -0.567
C -1.8897 3.1515 -3.4182 -0.722
C -1.9417 2.3538 -2.2826 -0.602
H -4.8641 -1.8102 -0.3552 0.509
H -6.2484 -0.1830 0.9124 0.410
H -5.2429 1.9519 1.6687 0.425
H -2.8720 2.4145 1.2345 0.489
H -0.1096 0.4371 2.5789 0.188
H 0.4852 1.8370 4.5180 0.449
H 0.6537 4.2934 4.2636 0.391
H 0.2072 5.3383 2.0687 0.431
H -0.4233 3.9465 0.1402 0.421
H 1.3625 2.2595 -1.5512 0.129
H 1.4489 3.6939 -3.5524 0.429
H -0.6368 4.2568 -4.7593 0.379
H -2.8016 3.3820 -3.9534 0.412
H -2.8908 1.9603 -1.9424 0.424


(3)
60
Properties=species:S:1:pos:R:3:mulliken_charge:R:1 method="wB97M-V/def2-TZVPD" largest_force_ha_per_bohr=0.014 spin_multiplicity=1 e_lumo_ev=-4.162 energy_ha=-2416.5700 charge=+1 molar_mass_g_mol=516.50 de_lowest_kcal_mol=16.5 homo_ev=-10.6
V 0.3639 0.0208 -0.0399 -0.874
C 0.2803 -2.2810 3.5899 -1.019
C 0.5246 -1.8521 2.2828 -0.001
N 0.2878 -0.6121 1.8885 1.005
C -0.2162 0.2932 2.7829 0.938
C -0.5245 -0.0699 4.1033 0.582
C -0.2560 -1.3984 4.4908 -0.573
C -1.0622 0.9126 4.9678 -0.875
C -1.2625 2.1779 4.4957 -0.936
C -0.9190 2.5419 3.1741 -0.665
C -0.3697 1.6250 2.3108 -0.358
N 0.0980 1.7934 1.0025 -0.205
C 0.9814 2.8388 0.7227 -0.027
C 0.9434 4.1593 1.1015 -0.744
C 1.9843 5.0440 0.7404 -1.006
C 3.0609 4.6307 0.0080 -0.926
C 3.1320 3.2832 -0.4156 0.674
C 4.2045 2.7403 -1.1517 -0.472
C 4.1928 1.4152 -1.5010 -0.997
C 3.0996 0.6242 -1.1381 0.026
N 2.0776 1.1010 -0.4431 0.418
C 2.0868 2.4139 -0.0651 1.103
H 0.5045 -3.3008 3.8654 0.432
H 0.9153 -2.5203 1.5268 0.480
H -0.4682 -1.7123 5.5054 0.479
H -1.3108 0.6559 5.9887 0.435
H -1.6882 2.9310 5.1449 0.417
H -1.1148 3.5537 2.8561 0.540
H 0.1141 4.5517 1.6678 0.283
H 1.9182 6.0756 1.0589 0.421
H 3.8545 5.3192 -0.2491 0.419
H 5.0370 3.3741 -1.4317 0.474
H 5.0051 0.9720 -2.0577 0.412
H 3.0397 -0.4209 -1.4108 0.598
C -4.2106 1.5615 -5.1458 -0.415
C -3.1499 2.4378 -4.9701 -0.661
C -2.1876 2.1703 -4.0101 -0.539
C -2.2768 1.0348 -3.2048 0.562
C -3.3413 0.1548 -3.3965 -0.332
C -4.2987 0.4187 -4.3606 -0.747
C -1.2267 0.8168 -2.1927 -0.158
C -1.2611 -0.0028 -1.1503 0.051
C -2.2240 -0.8560 -0.4586 0.763
C -3.3883 -0.2939 0.0802 0.157
C -4.2802 -1.0886 0.7770 -0.887
C -4.0108 -2.4429 0.9546 -0.405
C -2.8528 -3.0033 0.4340 -0.802
C -1.9507 -2.2193 -0.2654 -0.100
H -4.9622 1.7621 -5.8975 0.396
H -3.0687 3.3253 -5.5832 0.382
H -1.3566 2.8543 -3.8802 0.356
H -3.4220 -0.7482 -2.8058 0.541
H -5.1162 -0.2752 -4.5049 0.391
H -0.3407 1.4371 -2.3474 0.174
H -3.5814 0.7615 -0.0648 0.541
H -5.1873 -0.6609 1.1825 0.436
H -4.7078 -3.0647 1.5006 0.433
H -2.6635 -4.0598 0.5734 0.445
H -1.0450 -2.6340 -0.6857 0.605
O 1.1037 -1.2991 -0.5108 -0.646


(4)
63
Properties=species:S:1:pos:R:3:mulliken_charge:R:1 method="wB97M-V/def2-TZVPD" largest_force_ha_per_bohr=0.054 spin_multiplicity=1 e_lumo_ev=-2.371 energy_ha=-2410.4804 molar_mass_g_mol=533.46 homo_ev=-8.3
N 3.4251 3.0156 1.8832 -0.616
C 2.5213 2.3550 1.5574 -0.265
C 1.3655 1.5480 1.3660 2.897
C 1.3762 0.3152 1.9957 1.021
C 2.5873 -0.4101 2.0405 -0.291
N 3.5613 -1.0513 2.0408 -0.760
C 0.1397 -0.3952 2.3370 0.323
O 0.0868 -1.6277 2.3391 -0.649
C -1.0767 0.4427 2.4774 0.087
Cl -2.4691 -0.3181 3.0942 -0.102
C -1.1194 1.6768 1.9026 0.314
Cl -2.5864 2.5271 1.7443 -0.109
C 0.1012 2.3350 1.3564 -1.263
O 0.0861 3.4716 0.8701 -0.617
C 6.9744 5.3249 0.2820 -1.539
C 6.0424 4.2604 -0.2543 0.709
C 6.3676 2.9144 -0.0885 -1.216
C 5.4847 1.8879 -0.4270 1.302
C 5.7780 0.5002 0.0308 -1.587
C 4.2579 2.2384 -1.0254 -0.418
N 3.3533 1.2084 -1.4045 0.855
C 2.1089 0.9959 -0.9144 -1.034
N 1.6257 -0.1435 -1.4786 0.751
C 0.3504 -0.7095 -1.2395 -0.261
C -0.7907 0.1143 -1.2763 0.908
C -0.6899 1.5518 -1.6901 -1.020
C -2.0279 -0.4453 -0.9300 -1.034
C -2.1667 -1.8173 -0.6706 0.834
C -3.5132 -2.4103 -0.3480 -1.514
C -1.0193 -2.6124 -0.7020 -0.810
C 0.2521 -2.0760 -0.9107 1.562
C 1.4729 -2.9203 -0.6895 -2.283
C 2.5438 -0.6982 -2.4995 -0.365
C 3.7164 0.2428 -2.4748 -0.803
C 3.8929 3.5892 -1.1924 1.339
C 2.5329 3.9586 -1.6968 -1.181
C 4.8153 4.5851 -0.8456 -1.317
H 6.6352 6.3351 0.0095 0.355
H 7.0237 5.2657 1.3829 0.302
H 8.0071 5.1845 -0.0776 0.364
H 7.3176 2.6469 0.3769 0.390
H 5.4892 -0.2754 -0.6765 0.237
H 6.8518 0.3947 0.2090 0.450
H 5.2532 0.2631 0.9622 0.198
H -1.6171 2.0848 -1.4330 0.336
H 0.1451 2.0323 -1.1615 -0.054
H -0.5114 1.6724 -2.7715 0.357
H -2.8956 0.2183 -0.8633 0.309
H -3.4161 -3.4891 -0.1821 0.372
H -3.9447 -1.9557 0.5536 0.284
H -4.2350 -2.2488 -1.1593 0.348
H -1.1100 -3.6752 -0.4798 0.314
H 1.2249 -3.7308 0.0102 0.453
H 1.8339 -3.4064 -1.6106 0.395
H 2.2822 -2.3451 -0.2154 0.384
H 2.8023 -1.7267 -2.2504 0.203
H 2.0678 -0.6710 -3.4883 0.320
H 3.7700 0.7387 -3.4501 0.260
H 4.6807 -0.2174 -2.2625 0.378
H 2.5275 5.0287 -1.9464 0.515
H 2.2951 3.4137 -2.6198 0.262
H 1.7361 3.7842 -0.9501 0.142
H 4.5438 5.6359 -0.9943 0.279


(5)
65
Properties=species:S:1:pos:R:3:mulliken_charge:R:1 method="wB97M-V/def2-TZVPD" largest_force_ha_per_bohr=0.067 spin_multiplicity=1 e_lumo_ev=1.144 energy_ha=-2717.6885 charge=-1 molar_mass_g_mol=816.76 de_lowest_kcal_mol=29.5 homo_ev=-5.3
Ir -1.6253 0.9730 -0.8446 2.239
N -2.4268 -0.1297 0.7606 -0.287
C -3.1348 0.3242 1.8762 0.047
C -4.0264 -0.5369 2.5222 -0.764
C -4.7559 -0.1233 3.6180 -0.518
C -4.6074 1.1759 4.0875 -0.807
C -3.7126 2.0201 3.4548 -0.934
C -2.9351 1.6211 2.3592 0.554
C -2.0330 2.6271 1.7002 0.921
C -1.6367 3.7047 2.5086 -0.985
C -1.0782 4.8574 1.9970 -0.885
C -0.9498 4.9692 0.6226 -0.705
C -1.2350 3.8764 -0.1779 -0.636
C -1.6819 2.6411 0.3224 0.438
H -2.7319 -1.0589 0.4769 0.240
H -1.3783 -0.3882 1.0374 0.492
H -4.1430 -1.5403 2.1265 0.485
H -5.4533 -0.8041 4.0913 0.381
H -5.1943 1.5327 4.9240 0.377
H -3.6400 3.0421 3.7999 0.443
H -1.7802 3.6284 3.5785 0.482
H -0.7814 5.6633 2.6576 0.364
H -0.5905 5.8866 0.1710 0.406
H -1.0939 3.9921 -1.2357 0.358
C 3.5547 -3.4686 -2.1205 -1.333
C 2.0714 -3.2093 -2.1012 0.855
C 1.3451 -3.0853 -3.2800 -0.676
C -0.0125 -2.7989 -3.2616 -0.802
C -0.6614 -2.6393 -2.0485 -0.125
C 0.0401 -2.7911 -0.8577 -0.429
C 1.3965 -3.0721 -0.8907 -0.323
S -2.3714 -2.1494 -2.0009 1.486
O -2.8450 -2.5396 -0.6868 -0.884
O -3.0227 -2.7479 -3.1351 -0.740
O -2.3100 -0.6625 -2.1399 -0.638
H 3.9119 -3.6537 -3.1333 0.375
H 3.8149 -4.3312 -1.5039 0.350
H 4.1035 -2.6106 -1.7241 0.151
H 1.8541 -3.1997 -4.2306 0.285
H -0.5735 -2.6891 -4.1805 0.461
H -0.4887 -2.7009 0.0823 0.639
H 1.9439 -3.1872 0.0398 0.469
O -0.2571 -0.5005 1.4298 -0.667
C 0.5189 0.0473 0.6164 0.239
O 0.1895 0.7313 -0.3792 -0.960
C 2.0013 -0.1752 0.7930 -0.026
C 2.8605 0.2473 -0.2134 -0.386
C 4.2225 0.0082 -0.0958 -0.557
C 4.6666 -0.6443 1.0344 0.000
C 3.8360 -1.0666 2.0490 -0.726
C 2.4742 -0.8265 1.9189 -0.225
N 6.1401 -0.9141 1.1670 1.042
O 6.8531 -0.5507 0.2635 -0.623
O 6.5121 -1.4783 2.1680 -0.635
H 2.4529 0.7425 -1.0846 0.468
H 4.9241 0.3129 -0.8581 0.482
H 4.2475 -1.5693 2.9113 0.504
H 1.7795 -1.1494 2.6815 0.522
F 0.2962 2.6755 -2.2432 -0.285
C -0.8113 1.8786 -2.5295 0.426
F -1.7036 2.7083 -3.1928 -0.364
C -0.2342 0.9854 -3.6572 0.659
F 0.4986 1.6991 -4.5357 -0.334
F 0.5895 0.0535 -3.1410 -0.110
F -1.1820 0.3675 -4.3636 -0.272